No. 1
{
  "formula": "C4H9NS",
  "method": "the ωB97M-V functional and the def2-TZVPD basis",
  "elements": ["C", "C", "C", "C", "H", "H", "H", "H", "H", "H", "H", "H", "H", "N", "S"],
  "positions_angstrom": [[0.9423, -1.3468, -0.1656], [0.0417, -0.1326, -0.6541], [0.3639, 1.2015, 0.0371], [-1.3501, -0.4558, -0.8590], [0.3647, -2.2939, -0.1984], [0.8237, -0.8277, 0.9303], [2.0655, -1.5422, -0.4320], [1.3429, 1.5209, -0.0967], [-0.4910, 1.7173, -0.5036], [0.2433, 2.1567, 2.1629], [-0.4932, 0.2782, 2.0647], [-1.5296, -1.5527, -0.9031], [-2.1781, 0.1647, -0.4177], [0.3960, 1.0753, 1.5537], [-0.5421, 0.0370, -2.5186]],
  "gap_ev": 9.42,
  "e_above_lowest_ev": 4.307,
  "lumo_energy_ev": 0.7,
  "fmax_ev_per_a": 5.31
}

No. 2
{
  "formula": "C4H9NS2",
  "method": "the ωB97M-V functional and the def2-TZVPD basis",
  "elements": ["C", "C", "N", "S", "C", "C", "S", "H", "H", "H", "H", "H", "H", "H", "H", "H"],
  "positions_angstrom": [[-2.8941, -0.7995, -0.1357], [-1.9347, 0.1173, -0.7298], [-0.7756, 0.2732, -0.2448], [0.4125, 1.3820, -0.6710], [1.6068, 1.0679, 0.6103], [2.1770, -0.3115, 0.5926], [3.2446, -0.4878, -0.8306], [-3.5849, -1.2484, -0.8352], [-3.4819, -0.2508, 0.6396], [-2.3424, -1.5180, 0.4367], [-2.3870, 0.9016, -1.4300], [2.4838, 1.7264, 0.7122], [1.1815, 1.1608, 1.6259], [2.7264, -0.6108, 1.5230], [1.3757, -1.1019, 0.4889], [2.1923, -0.3005, -1.7519]],
  "gap_ev": 9.48,
  "e_above_lowest_ev": 1.588,
  "lumo_energy_ev": 0.9,
  "smiles": "C/C=N/SCCS",
  "fmax_ev_per_a": 3.44
}

No. 3
{
  "formula": "C4H9O",
  "method": "the ωB97M-V functional and the def2-TZVPD basis",
  "elements": ["C", "O", "H", "H", "H", "C", "C", "C", "H", "H", "H", "H", "H", "H"],
  "positions_angstrom": [[-1.4260, -0.5824, -2.0529], [-0.5197, 0.3873, -2.2574], [-1.8802, -0.4584, -1.0431], [-1.1358, -1.6606, -2.2128], [-2.2665, -0.5956, -2.8187], [1.1581, -0.5883, 0.4988], [0.5840, 0.7280, 0.9914], [0.5618, 1.2531, 2.2055], [0.8225, -0.6821, -0.5357], [0.9134, -1.3890, 1.1378], [2.2317, -0.4447, 0.3721], [-0.0553, 1.1319, 0.2102], [-0.0898, 2.0811, 2.4570], [1.1019, 0.8197, 3.0477]],
  "gap_ev": [2.88, 6.76],
  "e_above_lowest_ev": 0.837,
  "lumo_energy_ev": [7.2, 7.0],
  "s2": 0.75,
  "multiplicity": 2,
  "fmax_ev_per_a": 2.58,
  "charge": -2
}

No. 4
{
  "formula": "C4H9O",
  "method": "the ωB97M-V functional and the def2-TZVPD basis",
  "elements": ["C", "O", "H", "H", "H", "C", "C", "C", "H", "H", "H", "H", "H", "H"],
  "positions_angstrom": [[-2.5299, 0.0080, 0.7866], [-3.0769, 0.4114, 1.9911], [-2.3478, 0.9198, -0.0791], [-3.2381, -0.6318, 0.1427], [-1.4429, -0.5009, 0.9352], [1.9182, -0.9815, -0.6112], [0.9983, 0.0441, -0.0381], [0.8401, 1.3052, -0.5154], [1.6265, -1.9437, -0.2969], [2.9583, -0.9064, -0.1878], [1.9663, -1.0586, -1.7478], [0.7230, -0.3848, 0.9853], [0.2759, 2.1708, 0.0825], [1.3290, 1.5485, -1.4471]],
  "gap_ev": [3.17, 6.71],
  "e_above_lowest_ev": 1.537,
  "lumo_energy_ev": [7.1, 7.2],
  "s2": 0.75,
  "multiplicity": 2,
  "fmax_ev_per_a": 2.87,
  "charge": -2
}

No. 5
{
  "formula": "C4H9O2",
  "method": "the ωB97M-V functional and the def2-TZVPD basis",
  "elements": ["C", "C", "H", "H", "H", "H", "H", "H", "C", "C", "O", "O", "H", "H", "H"],
  "positions_angstrom": [[-0.5141, 1.4527, -1.3843], [0.9642, 1.3822, -1.7888], [-1.1935, 1.1908, -2.2059], [-0.7607, 0.7438, -0.5923], [-0.8061, 2.4596, -1.0678], [1.3133, 0.3569, -1.6833], [1.1060, 1.7510, -2.8011], [1.5396, 1.9901, -1.0885], [-0.0103, -1.1802, 2.2430], [-0.5593, -2.1871, 1.2021], [-1.7137, -2.6363, 1.3952], [0.2304, -2.4523, 0.2614], [0.3225, -1.7112, 3.1341], [-0.7645, -0.4676, 2.5963], [0.8462, -0.6924, 1.7799]],
  "gap_ev": 7.61,
  "e_above_lowest_ev": 0.185,
  "lumo_energy_ev": 3.8,
  "fmax_ev_per_a": 0.85,
  "charge": -1
}

No. 6
{
  "formula": "C4H9O2",
  "method": "the ωB97M-V functional and the def2-TZVPD basis",
  "elements": ["C", "C", "H", "H", "H", "H", "H", "H", "C", "C", "O", "O", "H", "H", "H"],
  "positions_angstrom": [[1.6524, -1.9783, 0.5125], [1.9199, -0.5736, 0.1559], [1.8007, -2.6399, -0.2257], [2.2233, -2.3211, 1.4133], [0.6219, -1.9951, 0.8969], [2.6982, 0.0342, 0.5681], [1.1965, 0.0048, 0.7415], [1.7505, -0.4951, -1.0057], [-1.9263, 1.9322, -0.7875], [-2.2325, 0.7667, 0.0823], [-1.3018, 0.0844, 0.7820], [-3.3585, 0.2330, -0.0593], [-2.4158, 2.8931, -0.7855], [-1.6336, 1.6558, -1.7815], [-0.9948, 2.3989, -0.5072]],
  "gap_ev": 7.46,
  "e_above_lowest_ev": 1.975,
  "lumo_energy_ev": 4.1,
  "fmax_ev_per_a": 5.73,
  "charge": -1
}